1.
Molecular formula: C15H18N4O4
Method: DFT, ωB97M-V with the def2-TZVPD basis set

Kohn-Sham gap = 8.51 eV
relative energy (zero: lowest compared OMol25 entry of this formula, charge and spin) = 136.1 kJ/mol
SMILES string = NC(=O)C[C@H](N)C(=O)N[C@@H](Cc1c[nH]c2ccccc12)C(=O)O
E_HOMO = -8.22 eV
electronic energy = -1102.42768 hartree
lowest unoccupied orbital energy = 0.29 eV

```
! wB97M-V def2-TZVPD RIJCOSX def2/J DEFGRID3
* xyz 0 1
C -2.65351 -0.78249 0.83572
C -1.64429 -0.77296 -0.30085
C -3.82266 0.14323 0.33930
C -4.86120 -0.49310 -0.56166
C -0.40974 1.39122 0.17521
C -0.11943 2.48506 -0.84051
C 0.81218 1.20573 1.17658
C 2.06818 0.89489 0.49283
C 3.02787 1.83615 0.17584
C 2.68211 -0.38322 0.16398
C 3.94012 -0.13682 -0.36580
C 2.21441 -1.71328 0.27635
C 4.71703 -1.22907 -0.83553
C 2.98703 -2.77681 -0.07498
C 4.23141 -2.47652 -0.62478
H -1.24848 -0.83536 2.23065
H -2.74272 -0.53885 2.82954
H -3.09797 -1.77711 0.90687
H -3.35203 1.00497 -0.16475
H -4.36716 0.56263 1.16369
H -5.22016 -1.28245 -2.34904
H -3.54864 -1.35923 -1.85819
H -0.44728 0.18933 -1.53686
H -1.27280 1.71383 0.84333
H 1.02185 2.12770 1.78490
H 0.51706 0.41494 1.88931
H 2.90631 2.92920 0.40583
H 4.88470 1.74738 -0.88071
H 1.18411 -1.83081 0.66682
H 5.68971 -1.14317 -1.34049
H 2.64437 -3.79383 0.04172
H 4.88943 -3.32231 -0.83512
H -0.53967 3.75047 0.56702
N -2.07882 -0.24847 2.08461
N -4.46419 -0.92999 -1.77875
N -0.74002 0.21738 -0.56333
N 4.12517 1.22873 -0.40703
O -1.79692 -1.69390 -1.11251
O -6.03108 -0.44702 -0.23980
O 0.16260 2.35651 -2.01431
O -0.24686 3.76744 -0.36511
*
```

***

2.
Molecular formula: C2H5NO
Method: DFT, ωB97M-V with the def2-TZVPD basis set

Kohn-Sham gap (spin up / spin down) = 8.11 / 8.11 eV
relative energy (zero: lowest compared OMol25 entry of this formula, charge and spin) = 561.6 kJ/mol
E_HOMO (spin up / spin down) = -7.49 / -7.49 eV
electronic energy = -209.00842 hartree
lowest unoccupied orbital energy (spin up / spin down) = 0.62 / 0.62 eV

```
! wB97M-V def2-TZVPD RIJCOSX def2/J DEFGRID3
* xyz 0 1
C -0.49900 -0.31425 -0.58337
C 0.58679 0.12924 0.13084
O -1.74221 0.22459 -0.36630
N 1.85424 0.22982 -0.12814
H -2.41995 -0.40648 -0.63446
H 2.46368 -0.03612 0.63903
H -0.37175 -1.00825 -1.40576
H 0.07222 1.05367 1.02189
H 0.05599 0.12779 1.32628
*
```

***

3.
Molecular formula: C5H11O3
Method: DFT, ωB97M-V with the def2-TZVPD basis set

Kohn-Sham gap = 7.92 eV
relative energy (zero: lowest compared OMol25 entry of this formula, charge and spin) = 52.9 kJ/mol
E_HOMO = -4.26 eV
electronic energy = -422.89353 hartree
lowest unoccupied orbital energy = 3.66 eV

```
! wB97M-V def2-TZVPD RIJCOSX def2/J DEFGRID3
* xyz -1 1
C -0.74676 -0.44004 1.43406
C -0.76416 -0.54521 2.95325
C -2.16519 0.05817 0.97085
O -3.09640 0.21730 1.78333
O -2.27416 0.28878 -0.27392
H -0.05269 0.33877 1.12068
H -0.54912 -1.35969 0.88931
H -1.67430 -0.97402 3.36134
H -0.67436 0.42735 3.44114
H 0.13049 -1.07880 3.32084
C 1.12261 0.35227 -1.58823
C 2.15854 0.31519 -2.69963
O -0.13066 0.59151 -2.20849
H 1.08718 -0.61457 -1.07754
H 1.29822 1.15027 -0.85951
H 3.13668 -0.05303 -2.38191
H -0.84336 0.33798 -1.58576
H 2.28421 1.31566 -3.12004
H 1.75324 -0.32788 -3.47976
*
```

***

4.
Molecular formula: C25H21ClN2O4
Method: DFT, ωB97M-V with the def2-TZVPD basis set

Kohn-Sham gap = 8.41 eV
relative energy (zero: lowest compared OMol25 entry of this formula, charge and spin) = 0.0 kJ/mol
SMILES string = O=C(N[C@H](Cc1ccccc1)C(=O)O)/C(=C\c1ccc(Cl)cc1)NC(=O)c1ccccc1
E_HOMO = -8.35 eV
electronic energy = -1836.01181 hartree
lowest unoccupied orbital energy = 0.06 eV

```
! wB97M-V def2-TZVPD RIJCOSX def2/J DEFGRID3
* xyz 0 1
O -0.13048 0.89438 -1.84467
C -0.73750 0.30792 -0.96622
N -1.72459 0.87174 -0.24032
H -2.16335 0.35065 0.50207
C -2.00267 2.28060 -0.32074
C -3.48626 2.57575 -0.20824
O -3.99589 3.61495 -0.52145
O -4.16830 1.56031 0.33274
H -5.11205 1.77845 0.39791
H -1.63333 2.63434 -1.28963
C -1.25378 3.04353 0.80719
C 0.19699 2.65270 0.76735
C 0.65732 1.59078 1.53635
C 1.96717 1.15666 1.42851
C 2.83194 1.77808 0.54419
C 2.38351 2.84362 -0.21881
C 1.07474 3.27710 -0.10898
H 0.72638 4.09961 -0.71580
H 3.05445 3.33267 -0.90902
H 3.85021 1.42994 0.44998
H 2.30993 0.32540 2.02732
H -0.01361 1.09572 2.22492
H -1.69283 2.77322 1.77001
H -1.38343 4.11362 0.64598
C -0.33444 -1.07277 -0.53525
C -1.15354 -2.03856 -0.08888
C -2.60907 -1.97934 -0.09894
C -3.33228 -2.53618 0.95706
C -4.71193 -2.47657 0.98452
C -5.38692 -1.87364 -0.06504
C -4.69401 -1.35491 -1.14842
C -3.31530 -1.41136 -1.16241
H -2.77448 -1.02289 -2.01191
H -5.23244 -0.91542 -1.97334
Cl -7.11406 -1.77604 -0.02969
H -5.26323 -2.89491 1.81199
H -2.80068 -3.00370 1.77240
H -0.70890 -2.94147 0.30457
N 1.04974 -1.17171 -0.61082
C 1.87596 -2.08039 -0.01439
O 1.48082 -3.01787 0.64935
C 3.32395 -1.78487 -0.20828
C 3.82521 -1.12568 -1.32767
C 5.18161 -0.87424 -1.43098
C 6.04608 -1.26929 -0.42275
C 5.55491 -1.93815 0.68651
C 4.20220 -2.20155 0.78879
H 3.80046 -2.72914 1.64089
H 6.22745 -2.25604 1.46919
H 7.10277 -1.06260 -0.50655
H 5.56638 -0.36708 -2.30342
H 3.17158 -0.82963 -2.13558
H 1.46761 -0.37573 -1.08163
*
```